{
  "formula": "C22H43N2OP3W",
  "method": "wB97M-V/def2-TZVPD",
  "multiplicity": 3,
  "relative_energy_kcal_mol": 35.5,
  "total_charge": 4,
  "symbols": ["W", "P", "P", "P", "H", "C", "C", "H", "C", "C", "C", "C", "C", "C", "C", "C", "C", "H", "H", "H", "H", "H", "H", "H", "H", "H", "H", "H", "H", "H", "H", "H", "H", "H", "H", "H", "H", "H", "H", "H", "H", "H", "H", "H", "H", "H", "C", "C", "C", "C", "C", "C", "O", "H", "H", "H", "H", "H", "H", "N", "C", "C", "C", "N", "C", "C", "H", "H", "H", "H", "H", "H"],
  "coordinates": [[-0.1580, 0.5936, -0.1005], [1.9026, 0.8890, -1.0408], [-1.0101, 2.8285, -0.1647], [-1.4164, 0.0907, -2.0692], [-0.3393, -2.5815, 3.4732], [-0.1046, -3.2035, 2.5939], [1.2106, -3.4503, 2.2224], [1.9652, -2.6986, 2.4644], [3.3557, 0.9628, 0.0530], [2.1380, 2.3795, -2.0588], [2.4403, -0.4327, -2.2141], [-2.7612, 2.8232, 0.3999], [-0.3116, 4.2206, 0.8166], [-1.1001, 3.7147, -1.7911], [-0.9018, -1.5295, -2.7190], [-1.5119, 0.9884, -3.7066], [-3.1766, -0.1574, -1.6933], [-0.8540, -3.9707, 2.3063], [1.5806, -4.4989, 2.2761], [3.3620, 0.0983, 0.7253], [3.3816, 1.8789, 0.6527], [4.2487, 0.9304, -0.5861], [2.0002, 3.3115, -1.4974], [1.4725, 2.3968, -2.9290], [3.1788, 2.3415, -2.4110], [2.3988, -1.3880, -1.6665], [3.4785, -0.1917, -2.5013], [1.8100, -0.4709, -3.1198], [-3.2255, 3.8058, 0.2116], [-2.8057, 2.6253, 1.4809], [-3.3426, 2.0503, -0.1197], [-0.9895, 5.0874, 0.7776], [0.6594, 4.5511, 0.4191], [-0.1873, 3.9077, 1.8605], [-1.9514, 4.4096, -1.7544], [-1.2557, 3.0216, -2.6225], [-0.1921, 4.3022, -1.9949], [-1.5556, -1.7955, -3.5596], [-1.0126, -2.2804, -1.9396], [0.1456, -1.5429, -3.0374], [-1.8161, 0.2198, -4.4268], [-0.5543, 1.4130, -4.0313], [-2.2779, 1.7701, -3.7091], [-3.5271, -0.8611, -2.4555], [-3.7791, 0.7573, -1.7458], [-3.2941, -0.6095, -0.7048], [0.3896, -3.4496, -0.2719], [-0.9059, -3.1836, 0.2300], [-1.9776, -3.9165, -0.2686], [-1.7964, -4.7381, -1.3878], [-0.5319, -4.8060, -2.0174], [0.5706, -4.1592, -1.4909], [1.5031, -3.2425, 0.4034], [0.3133, -1.2277, 0.1566], [-1.1440, -2.3728, 0.9547], [-2.9706, -3.8176, 0.1910], [-2.6390, -5.3356, -1.7730], [-0.3958, -5.3080, -2.9833], [1.5711, -4.1825, -1.9515], [1.4954, 1.1645, 5.9710], [1.1678, 1.0450, 4.6654], [1.5676, 2.0150, 3.7425], [1.2333, 1.8651, 2.4155], [0.4289, 0.8536, 1.9752], [-0.0264, -0.0634, 2.8624], [0.3865, -0.0487, 4.1988], [2.0332, 1.9681, 6.3177], [1.2349, 0.5039, 6.6615], [2.1548, 2.8890, 4.0360], [1.6023, 2.5350, 1.6294], [-0.6816, -0.8533, 2.4792], [0.0998, -0.8404, 4.8914]]
}